[1]
C12H25N5O3 | ωB97M-V/def2-TZVPD

lowest unoccupied orbital energy	0.319	eV
SMILES	[H]/N=C(/N)NCCC[C@H](N)C(=O)N[C@H](C(=O)O)[C@@H](C)CC
orbital gap	9.37	eV

XYZ file:
```
45
Properties=species:S:1:pos:R:3:forces:R:3:nbo_charge:R:1
C 0.45887 1.07199 -0.32079 1.09 1.20 3.47 -0.145
C 1.61577 0.17927 0.25035 -1.62 -3.76 -0.07 0.715
C 0.34854 0.99369 -1.79643 -0.53 -3.14 0.15 -0.441
C -0.50516 2.04358 -2.30867 -4.12 1.09 -4.07 -0.397
C -2.00528 2.13146 -1.75203 1.04 3.56 3.96 -0.233
C -4.34708 3.28154 -2.09247 -1.10 -0.98 -2.39 0.563
C 2.01403 -2.16083 0.92591 2.03 2.80 0.03 -0.197
C 2.84465 -2.69347 -0.16694 1.44 1.13 -1.96 0.780
C 1.20309 -3.15939 1.55022 0.57 0.35 3.27 -0.253
C 2.27897 -4.00090 2.23277 2.22 2.93 0.36 -0.586
C 0.21045 -2.45058 2.48774 -5.12 -1.14 0.69 -0.421
C 0.47544 -1.57143 3.65422 -0.90 3.57 -0.96 -0.589
H 2.21774 2.17286 0.24211 -4.13 1.18 -0.41 0.402
H 0.79531 2.61683 1.12202 0.05 -0.28 -1.00 0.362
H -0.60003 0.86717 0.12605 2.22 0.24 -0.12 0.226
H 0.30837 -0.04502 -2.23927 -1.12 0.65 0.86 0.217
H 1.29966 1.16448 -2.09179 3.28 1.22 -1.39 0.222
H -0.82763 1.93366 -3.41965 1.59 -0.10 1.22 0.204
H 0.14694 2.91072 -2.22752 -1.13 0.77 0.19 0.251
H -1.78069 2.67478 -0.69592 -1.10 -1.57 -1.81 0.197
H -2.56589 1.24808 -1.64876 0.47 -2.14 0.69 0.193
H -2.95503 2.90546 -3.38509 0.21 0.28 -1.63 0.387
H -4.13071 2.35760 -0.64292 -2.53 0.17 0.18 0.324
H -6.04097 3.81122 -3.12383 1.12 1.02 -0.12 0.393
H -4.61444 5.05220 -3.25033 -2.20 -3.84 -0.30 0.387
H 0.33116 -1.56136 -0.30850 3.19 1.78 2.74 0.418
H 2.64062 -1.54011 1.61621 -0.16 -0.94 -0.06 0.244
H 0.76309 -3.71499 0.80546 -1.61 -1.32 -1.58 0.234
H 2.89929 -2.98020 2.76425 -1.38 -3.96 -0.28 0.177
H 1.87724 -4.80797 2.83993 0.53 0.16 0.36 0.226
H 3.02416 -4.32672 1.42423 -1.29 -0.09 1.58 0.242
H -0.31264 -3.15723 3.13062 0.09 -1.66 -0.81 0.218
H -0.82401 -1.95658 2.13256 2.51 -1.14 -0.85 0.209
H 0.76196 -0.52545 3.22815 -0.56 -1.28 1.48 0.186
H 1.25794 -1.96059 4.17718 2.41 -0.68 1.83 0.199
H -0.44864 -1.59276 4.37017 1.68 0.58 -1.51 0.219
H 3.84681 -1.08114 -0.40125 0.27 2.51 1.38 0.490
N 1.05842 2.43941 0.13003 1.98 -1.19 0.14 -0.878
N -3.02421 2.96750 -2.41093 1.07 1.65 -0.66 -0.659
N -5.01454 2.79375 -1.10901 3.17 0.25 0.47 -0.710
N -5.02219 3.95205 -3.30920 2.44 1.85 3.06 -0.877
N 1.19912 -1.17644 0.39302 -3.84 2.98 -4.46 -0.610
O 2.75213 0.52075 0.59932 -1.36 -0.38 -0.53 -0.653
O 2.66849 -3.73210 -0.68610 -0.82 -2.79 -0.62 -0.563
O 3.72087 -1.89479 -0.81512 -0.04 -1.55 -0.53 -0.671
```
Positions in Å, forces in eV/Å.



[2]
C7H10FeN6O4S4 | ωB97M-V/def2-TZVPD

lowest unoccupied orbital energy (alpha / beta)	-4.101 / -3.964	eV
charge	+1
2S+1	2
orbital gap (alpha / beta)	7.26 / 7.40	eV

XYZ file:
```
32
Properties=species:S:1:pos:R:3:forces:R:3:mulliken_spin:R:1
Fe 0.02671 -0.63677 -0.00619 -2.36 -0.53 -0.76 1.095
O 0.44062 -2.38226 0.88242 -0.24 -0.03 0.15 -0.020
S 0.25012 -2.80873 -0.55965 0.16 0.17 0.13 0.007
O 0.38374 -4.17086 -0.89391 -0.06 0.02 -0.01 -0.003
O -1.06769 -2.10425 -0.88803 0.69 -0.25 -0.14 -0.016
O 1.17552 -1.80762 -1.23794 0.69 0.17 0.24 -0.016
N 2.96380 0.71938 0.40509 -0.10 0.04 0.00 0.003
C 1.97819 1.14408 1.22617 0.12 -0.26 0.01 0.004
N 0.77012 0.62183 1.22709 1.18 0.07 0.02 -0.024
C -0.06642 1.24579 2.13412 -0.15 0.00 0.00 0.000
C 0.50148 2.24866 2.82539 0.05 0.02 -0.01 0.003
S 2.15351 2.43521 2.34001 -0.02 0.07 0.12 -0.001
C -1.40779 0.69437 2.11881 0.24 -0.01 -0.13 -0.009
C -2.42960 0.86702 2.96536 -0.10 0.00 -0.02 0.001
S -3.76683 -0.09061 2.44936 -0.07 0.06 0.10 -0.002
C -2.85395 -0.68152 1.10652 0.16 0.15 -0.10 0.001
N -1.61982 -0.17835 1.04530 -0.11 0.11 0.45 -0.033
N -3.42792 -1.51991 0.24501 0.11 0.01 -0.04 0.004
H 2.83473 -0.17624 -0.04572 0.00 -0.05 0.01 0.002
H 3.91405 0.97305 0.61541 0.01 0.01 0.00 0.000
H 0.06059 2.89077 3.56846 0.02 -0.01 -0.01 0.000
H -2.47663 1.47658 3.85146 0.00 -0.01 -0.01 0.000
H -4.34844 -1.87091 0.44082 0.00 -0.02 -0.01 0.000
H -2.83926 -2.01329 -0.41185 0.06 -0.02 -0.03 0.000
N 0.72348 -0.41330 -3.57463 0.21 -0.16 0.09 0.000
C 0.86197 0.68668 -2.86203 -0.28 0.01 0.08 0.008
N 1.72541 1.62005 -3.23718 -0.03 0.05 -0.06 0.000
S -0.16345 1.05436 -1.49788 0.00 0.31 -0.04 -0.007
H 1.37941 -0.63705 -4.30932 -0.02 0.02 0.00 0.000
H 0.28101 -1.20080 -3.12160 -0.12 0.02 -0.02 0.001
H 2.30583 1.51666 -4.05482 -0.06 0.04 -0.04 0.000
H 1.73749 2.49795 -2.74606 0.05 -0.02 0.04 0.000
```
Positions in Å, forces in eV/Å.



[3]
C27H41BGdN8O5 | ωB97M-V/def2-TZVPD

lowest unoccupied orbital energy (alpha / beta)	-4.002 / -3.100	eV
charge	+1
2S+1	8
orbital gap (alpha / beta)	7.17 / 8.08	eV

XYZ file:
```
83
Properties=species:S:1:pos:R:3:forces:R:3:mulliken_spin:R:1
Gd 0.58091 -1.24097 -0.64437 0.03 -1.31 -1.04 7.341
C 4.62847 -1.71466 -0.50240 -0.97 -0.11 -0.12 0.002
C 3.88743 -1.06063 0.64329 -0.70 0.57 1.22 0.003
C 4.41713 -0.53918 1.85736 -1.54 0.14 -0.11 0.000
C 3.33001 0.06973 2.55496 0.73 -1.01 -1.84 -0.001
C 3.37312 0.77318 3.86777 -0.43 0.56 0.23 0.000
N 2.22511 -0.07406 1.77026 0.53 -0.10 0.94 0.019
N 2.53841 -0.83714 0.64364 1.02 0.96 0.15 -0.081
B 0.74985 0.52396 1.79624 0.15 -0.87 -1.70 -0.040
N 0.58766 2.07012 1.99511 -0.03 0.90 1.04 0.005
N 0.80206 2.81400 0.85315 0.13 0.12 -0.45 -0.002
C 0.85783 4.11901 1.16052 -0.50 -1.70 1.28 -0.001
C 1.07962 5.17319 0.11252 -0.17 -0.02 -0.28 0.000
C 0.64483 4.23799 2.56649 -0.01 -0.57 -0.04 0.001
C 0.47090 2.94259 3.07622 -0.01 0.41 -1.19 0.000
C 0.15099 2.54265 4.49545 0.12 -0.09 0.24 0.000
N -0.31946 -0.57908 2.19856 0.37 -0.56 1.49 0.016
N -1.07927 -1.21113 1.22718 -0.52 0.68 -0.30 -0.066
C -1.96351 -2.04493 1.83092 1.26 0.95 0.94 0.008
C -3.04930 -2.76493 1.08010 0.28 -0.01 -0.63 0.000
C -1.68287 -2.02440 3.21865 0.94 0.60 -0.40 -0.002
C -0.58771 -1.13992 3.41012 -1.91 -0.55 -0.85 0.000
C 0.10216 -0.76925 4.67766 0.53 -0.15 0.31 0.000
H 5.70617 -1.65858 -0.31207 -0.32 -0.11 -0.12 0.000
H 4.27450 -2.76677 -0.60631 0.44 0.71 0.00 0.000
H 4.37707 -1.19927 -1.46500 0.29 -0.43 0.81 0.000
H 5.43444 -0.61940 2.21342 -0.10 0.11 -0.13 0.000
H 4.42388 0.98442 4.12575 -0.53 0.14 -0.14 0.000
H 2.76342 1.71643 3.81895 0.81 -0.75 0.09 0.000
H 2.96703 0.15659 4.69021 0.15 0.16 -0.41 0.000
H 0.56137 0.47364 0.61055 -0.17 0.53 -0.08 -0.064
H 1.56456 4.70618 -0.77116 -0.19 0.39 0.54 0.000
H 0.12606 5.65892 -0.21907 0.65 -0.37 0.32 0.000
H 1.72565 5.97290 0.50988 -0.22 -0.33 -0.27 0.000
H 0.63124 5.15888 3.13592 -0.07 -0.18 0.00 0.000
H -0.23722 3.43274 5.04974 0.32 -0.79 -0.47 0.000
H -0.60351 1.71748 4.54561 0.61 0.85 -0.10 0.000
H 1.08212 2.19474 5.00732 -0.81 0.25 -0.20 0.000
H -3.11945 -2.32196 0.05594 -0.06 -0.46 0.84 0.001
H -2.80133 -3.84523 0.97572 -0.24 0.67 0.11 0.000
H -4.02090 -2.66440 1.60199 0.58 -0.08 -0.25 0.000
H -2.18525 -2.57956 3.99081 -0.02 -0.07 0.04 0.000
H -0.61739 -0.34721 5.41388 0.57 -0.31 -0.43 0.000
H 0.60605 -1.66411 5.13245 -0.53 0.78 -0.40 0.000
H 0.88886 -0.02375 4.45471 -0.47 -0.41 0.33 0.000
O 2.22411 -3.21634 -1.97844 -2.66 -0.53 -0.40 0.002
C 1.05215 -3.62727 -1.70689 2.66 0.89 2.94 -0.025
O 0.72482 -3.77503 -0.41389 -0.18 1.48 -2.42 -0.046
C -0.06380 -3.74934 -2.71083 -0.21 -0.84 -1.09 0.018
C -1.41395 -3.82959 -1.97662 -0.16 0.43 -0.35 -0.009
C -2.57372 -4.30240 -2.86617 -0.17 -0.74 0.79 0.001
C -2.83240 -3.08788 -3.75604 -0.52 0.76 -0.77 0.000
C -1.74569 -2.10590 -3.27134 0.45 -0.39 -0.07 0.007
O -1.72339 -2.37765 -1.84133 0.63 -0.27 -0.10 -0.004
C -0.32529 -2.57123 -3.74903 -0.10 -0.11 -1.41 -0.005
C 0.62776 -1.32868 -3.98123 0.28 -0.09 0.04 0.003
O 1.00109 -0.98011 -5.11423 -0.98 -0.70 2.72 -0.006
O 0.84293 -0.68218 -2.83933 -0.01 -0.49 -0.40 -0.061
H 0.14206 -4.68948 -3.28376 -0.16 0.72 0.37 0.002
H -1.33001 -4.30818 -1.00126 -0.09 0.29 -0.19 -0.002
H -2.34341 -5.23303 -3.40982 0.06 0.44 0.12 0.000
H -3.42670 -4.54459 -2.19768 0.36 0.25 -0.51 0.000
H -2.74138 -3.31099 -4.83886 -0.01 0.18 0.63 0.000
H -3.84244 -2.63968 -3.59248 0.73 -0.41 -0.07 0.000
H -1.92912 -1.04637 -3.46779 -0.09 -0.14 0.19 -0.001
H -0.42282 -3.00597 -4.76854 0.04 0.15 0.71 -0.001
N -2.16670 3.51750 -2.44619 -0.27 -0.11 -0.68 0.000
C -2.54181 2.91960 -1.13781 -0.16 -0.28 1.05 0.000
C -2.09780 1.44583 -1.06256 -0.70 -0.72 -0.38 0.008
N -0.68243 1.19287 -1.38256 -0.33 1.28 -0.02 -0.018
C -0.30011 1.83487 -2.67261 -0.33 -0.14 -0.08 0.007
C -0.69828 3.32325 -2.77519 0.27 0.24 -0.15 0.000
H -2.42948 4.51255 -2.48580 0.20 -0.37 0.05 0.000
H -2.71875 3.04705 -3.18110 0.22 0.20 0.24 0.000
H -3.63512 2.98985 -1.00252 0.45 0.02 -0.22 0.000
H -2.07707 3.52283 -0.33779 0.04 -0.24 -0.42 0.000
H -2.76016 0.81669 -1.72803 0.66 0.59 0.48 0.000
H -2.29830 1.09929 -0.03499 0.12 0.08 -0.35 0.000
H -0.17537 1.71588 -0.64936 0.25 -0.13 -0.16 -0.007
H -0.70305 1.25327 -3.53769 0.20 0.40 0.70 0.001
H 0.78691 1.79856 -2.76487 -0.15 -0.13 -0.09 -0.002
H -0.56397 3.70320 -3.80892 0.04 -0.25 0.62 0.000
H -0.13102 3.96996 -2.07500 -0.36 -0.48 -0.32 0.000
```
Positions in Å, forces in eV/Å.



[4]
C5H7N | ωB97M-V/def2-TZVPD

lowest unoccupied orbital energy	-0.347	eV
orbital gap	8.30	eV

XYZ file:
```
13
Properties=species:S:1:pos:R:3:forces:R:3:nbo_charge:R:1
C -0.80350 1.65995 0.95071 -0.19 -0.40 -0.28 -0.060
C -1.04790 0.92347 -0.24663 -0.25 0.52 0.32 -0.311
C 0.14289 0.32601 -0.98652 0.26 0.01 -0.25 0.009
C 1.19497 -0.36594 -0.13569 0.09 0.01 0.08 -0.441
C 0.00534 -1.12471 0.48558 0.01 -0.17 0.21 -0.241
N -0.93480 -0.55158 -0.52915 -0.06 -0.09 0.02 -0.357
H -0.55390 0.94547 1.76165 0.24 0.28 -0.13 0.092
H -0.23875 -0.82477 1.50675 0.00 -0.21 -0.11 0.193
H -1.73492 1.38200 -0.95888 0.21 -0.10 0.02 0.240
H 0.27770 0.63694 -2.02299 -0.09 -0.07 0.25 0.220
H 1.85113 0.22999 0.50282 -0.14 -0.07 -0.11 0.220
H 1.80137 -1.02281 -0.76525 -0.07 0.13 0.10 0.222
H 0.04036 -2.21403 0.43760 0.00 0.17 -0.13 0.214
```
Positions in Å, forces in eV/Å.



[5]
C3H6O2 | ωB97M-V/def2-TZVPD

lowest unoccupied orbital energy	0.710	eV
SMILES	O=CCCO
orbital gap	10.42	eV

XYZ file:
```
11
Properties=species:S:1:pos:R:3:forces:R:3:nbo_charge:R:1
O 0.34922 1.31389 -1.03598 0.19 0.19 -0.15 -0.724
C 0.67189 0.71148 0.20326 0.05 -0.23 0.35 -0.057
C -0.46852 -0.22226 0.58077 -0.04 -0.01 0.09 -0.536
C -0.70118 -1.38652 -0.35633 -0.11 -0.21 0.13 0.440
O -1.11698 -2.45683 0.02291 0.21 0.42 -0.19 -0.519
H 1.08617 1.87858 -1.29834 -0.18 -0.08 -0.03 0.474
H 0.77917 1.46564 0.99829 0.00 -0.11 -0.17 0.169
H 1.62319 0.15962 0.14317 -0.17 0.05 -0.04 0.162
H -1.39494 0.36813 0.58668 0.07 -0.08 0.00 0.239
H -0.32613 -0.62685 1.58747 -0.04 0.07 -0.10 0.234
H -0.50188 -1.20487 -1.43191 0.01 -0.02 0.12 0.120
```
Positions in Å, forces in eV/Å.



[6]
C5H6N4 | ωB97M-V/def2-TZVPD

lowest unoccupied orbital energy	-0.010	eV
SMILES	[H]/N=C1/CC(C#N)=NN1C
orbital gap	9.56	eV

XYZ file:
```
15
Properties=species:S:1:pos:R:3:forces:R:3:nbo_charge:R:1
C 1.69510 -1.31937 0.11379 3.19 -4.84 -1.60 -0.482
C -1.57748 -0.02183 0.17510 0.64 0.70 -2.96 0.084
C -0.87252 1.26766 -0.01916 -2.19 -0.74 1.43 -0.492
C 0.49468 0.77476 -0.08902 -2.87 -0.77 -0.23 0.405
C -2.95931 -0.17499 -0.05832 -3.44 -0.45 1.37 0.244
H 1.39397 -2.46363 -0.23000 0.72 2.59 1.93 0.261
H 2.70263 -1.34079 -0.61757 -2.90 1.15 1.21 0.229
H 2.22726 -1.16361 1.14931 -1.84 -0.41 -1.52 0.222
H -1.15067 1.77074 -0.91448 -0.47 0.45 -0.68 0.258
H -1.17697 1.82034 0.85599 0.81 1.07 0.12 0.253
H 2.24494 1.05277 0.02023 0.04 1.05 -0.35 0.323
N 0.55163 -0.58729 -0.25124 -2.49 1.70 0.37 -0.300
N -0.80622 -0.98171 -0.08687 2.00 -4.20 0.54 -0.131
N 1.35805 1.59836 -0.02657 6.61 2.56 0.83 -0.616
N -4.12510 -0.23141 -0.02117 2.18 0.14 -0.48 -0.259
```
Positions in Å, forces in eV/Å.



[7]
C4H9NO | ωB97M-V/def2-TZVPD

lowest unoccupied orbital energy	0.765	eV
SMILES	CC/N=C\CO
orbital gap	10.11	eV

XYZ file:
```
15
Properties=species:S:1:pos:R:3:forces:R:3:nbo_charge:R:1
C -2.33496 -0.21457 -0.46297 -0.06 -0.01 -0.01 -0.606
N -0.38607 0.76354 0.60942 0.40 -0.08 0.11 -0.386
C -0.82191 -0.05126 -0.52035 -0.04 -0.04 -0.10 -0.259
C 0.78267 0.64336 1.08266 -0.23 0.10 -0.03 0.085
C 1.91359 -0.24820 0.59443 -0.04 -0.12 0.24 -0.149
O 2.07896 -0.25886 -0.80939 0.09 0.26 -0.14 -0.704
H -2.70219 -0.76863 -1.33357 0.06 0.07 0.12 0.206
H -2.63281 -0.75628 0.44081 0.05 0.07 -0.12 0.205
H -2.81935 0.76653 -0.44036 0.07 -0.14 -0.01 0.212
H -0.32305 -1.02922 -0.55398 -0.05 0.13 0.04 0.184
H -0.53985 0.46673 -1.44534 -0.05 -0.05 0.12 0.201
H 1.01973 1.26685 1.95245 -0.02 -0.08 -0.11 0.171
H 1.71599 -1.28840 0.88080 0.00 0.13 0.00 0.199
H 2.84167 0.05458 1.10241 -0.16 -0.05 -0.09 0.174
H 2.20758 0.65384 -1.09702 0.00 -0.16 -0.03 0.466
```
Positions in Å, forces in eV/Å.



[8]
C4H9I2N | ωB97M-V/def2-TZVPD

lowest unoccupied orbital energy	-0.586	eV
orbital gap	8.73	eV

XYZ file:
```
16
Properties=species:S:1:pos:R:3:forces:R:3:nbo_charge:R:1
C -1.25794 1.00868 0.96887 -2.19 -1.72 -0.52 -0.630
C -0.41781 0.47274 -1.44078 -0.51 -0.80 0.90 -0.635
C -0.10329 0.53828 0.03981 1.26 -2.04 0.86 -0.237
C 0.47119 -0.92797 0.51448 -0.23 2.33 -0.86 -0.183
N 1.61394 -1.33506 -0.27741 1.41 0.81 -0.30 -0.754
I -0.89251 -2.48159 0.31615 -0.63 -0.72 0.12 0.138
I 3.29496 -0.01262 -0.03089 -0.59 -0.36 -0.13 0.191
H -1.63513 0.12416 1.66236 0.86 1.89 -1.21 0.217
H -2.22241 1.32498 0.37655 1.94 -0.62 0.93 0.222
H -0.95901 1.86130 1.55650 0.04 0.13 0.36 0.219
H -0.90624 -0.45248 -1.73764 -0.67 -0.14 0.53 0.218
H 0.39466 0.40095 -2.07916 2.20 0.37 -0.88 0.225
H -1.01162 1.26963 -1.76861 -0.95 1.30 -0.40 0.212
H 0.84805 1.07541 0.33703 -1.26 0.21 -0.90 0.219
H 0.64932 -0.70220 1.53808 0.33 -0.66 1.21 0.192
H 2.13384 -2.16421 0.02468 -1.01 0.01 0.28 0.388
```
Positions in Å, forces in eV/Å.



DFT total energy, record by record: -26436.381, -102276.515, -72331.535, -6782.607, -7302.528, -11238.762, -7830.493, -21983.792 eV